Record 1
{
  "formula": "C6H13P",
  "method": "the ωB97M-V functional and the def2-TZVPD basis",
  "species": ["C", "C", "C", "C", "C", "C", "P", "H", "H", "H", "H", "H", "H", "H", "H", "H", "H", "H", "H", "H"],
  "positions_angstrom": [[3.089979, 1.052328, -0.350022], [-1.306880, -1.171470, 0.958472], [-1.504146, 1.300579, 0.522715], [-0.064837, -1.017520, -1.965678], [-0.609031, 0.185365, 0.984080], [0.707822, 0.053274, 0.315533], [1.454019, 1.432581, -0.362355], [3.945033, 1.694619, -0.647519], [3.442592, 0.014258, -0.210893], [-2.367137, -1.101679, 1.321558], [-0.804325, -1.770594, 1.556982], [-1.334056, -1.583092, 0.000400], [-2.280315, 0.873914, 0.098130], [-0.976696, 2.106709, -0.012804], [-1.869131, 1.775775, 1.418847], [-1.091314, -0.654452, -2.133536], [0.040152, -2.087617, -1.583607], [0.719141, -0.776098, -2.546475], [-0.445659, 0.419788, 2.026582], [1.254785, -0.746668, 0.609589]],
  "atomic_forces_ev_per_a": [[1.0, -0.8, -0.5], [-3.3, 3.3, -0.6], [3.4, 2.5, 2.1], [-2.3, -2.4, 3.2], [-0.2, -0.6, -0.1], [-2.1, 1.2, -1.4], [1.3, 1.5, -0.4], [-1.1, -0.1, 0.1], [-0.3, 0.5, 0.3], [0.9, 0.0, -0.1], [2.2, -3.2, 2.9], [-0.1, -0.5, -1.5], [-3.8, -1.4, -2.9], [-0.6, -0.6, -0.3], [-0.4, 0.3, 0.3], [0.8, -0.1, 0.0], [-0.4, 1.6, -0.5], [2.4, 1.3, -2.0], [0.6, -0.2, 0.6], [1.8, -2.5, 0.8]],
  "lumo_energy_ha": [-0.016, 0.002],
  "e_homo_ev": [-8.292, -7.930],
  "charge": 0,
  "homo_lumo_gap_ev": [7.864, 7.986],
  "largest_force_ev_per_a": 4.99,
  "energy_ev": -15716.106
}


Record 2
{
  "formula": "C4H4O",
  "method": "the ωB97M-V functional and the def2-TZVPD basis",
  "species": ["O", "C", "C", "C", "C", "H", "H", "H", "H"],
  "positions_angstrom": [[-2.294587, 0.657754, 0.288824], [-1.274806, 0.514897, -0.340552], [-0.341290, -0.675779, -0.182758], [0.962051, -0.192458, 0.274143], [1.997656, 0.282760, 0.662739], [-0.941731, 1.265237, -1.088410], [-0.239816, -1.172396, -1.157103], [-0.779993, -1.383371, 0.526804], [2.912512, 0.703357, 1.016317]],
  "atomic_forces_ev_per_a": [[0.7, -0.1, -0.4], [-0.6, 0.1, 0.2], [0.0, -0.1, 0.1], [0.5, 0.2, 0.2], [-0.5, -0.2, -0.2], [-0.1, 0.0, 0.1], [0.0, 0.1, 0.1], [0.1, 0.1, -0.1], [-0.1, -0.1, -0.1]],
  "lumo_energy_ha": 0.035,
  "smiles": "C#CCC=O",
  "e_homo_ev": -9.975,
  "charge": 0,
  "homo_lumo_gap_ev": 10.924,
  "largest_force_ev_per_a": 0.81,
  "energy_ev": -6257.865
}


Record 3
{
  "formula": "C20H32N3OPPbSi",
  "method": "the ωB97M-V functional and the def2-TZVPD basis",
  "species": ["Pb", "Si", "P", "N", "H", "C", "H", "H", "H", "C", "H", "H", "H", "C", "H", "H", "H", "C", "H", "H", "H", "H", "H", "C", "C", "C", "C", "C", "C", "H", "H", "H", "H", "H", "C", "O", "C", "H", "H", "H", "C", "H", "H", "H", "N", "C", "N", "C", "C", "C", "C", "C", "C", "H", "H", "H", "H", "H", "H"],
  "positions_angstrom": [[-0.335296, 0.098543, -0.322182], [2.235492, 0.114567, -1.041853], [-1.126543, 0.446792, -2.963851], [-0.743877, -2.192317, -0.290609], [-0.884392, 3.333501, 1.908884], [-2.905748, 0.737045, -3.229910], [-3.164213, 0.901703, -4.287380], [-3.219224, 1.613972, -2.637422], [-3.458546, -0.139990, -2.852957], [-0.210242, 1.925257, -3.541820], [-0.485797, 2.187461, -4.574969], [0.878532, 1.755520, -3.483141], [-0.454775, 2.776848, -2.880293], [-0.604621, -1.022452, -3.920829], [-0.714276, -0.875085, -5.006389], [-1.219272, -1.881978, -3.604565], [0.445430, -1.260809, -3.684615], [2.700561, 1.912716, -0.695726], [2.424413, 2.201865, 0.331622], [2.225204, 2.590330, -1.424238], [3.796850, 1.957903, -0.803732], [2.973242, -0.742315, -0.058998], [2.469646, -0.310795, -2.470739], [-0.570146, -3.400408, -0.711920], [-1.634136, -5.649053, -0.704092], [-1.719231, -4.286939, -0.524489], [0.626654, -4.040258, -1.258770], [0.687001, -5.409601, -1.439660], [-0.432037, -6.223706, -1.168239], [-2.500216, -6.276171, -0.473861], [-2.637810, -3.818642, -0.162739], [1.501144, -3.409720, -1.464092], [1.611787, -5.891713, -1.789806], [-0.369334, -7.305943, -1.306083], [-1.403287, 3.254747, 0.937754], [-1.147407, 1.973263, 0.489415], [-2.892609, 3.332819, 1.241268], [-3.311260, 4.336236, 1.184428], [-3.057311, 2.952631, 2.253220], [-3.466043, 2.675028, 0.585812], [-0.804008, 4.346211, 0.063820], [-1.489988, 4.662128, -0.725000], [0.113603, 4.007968, -0.420980], [-0.542527, 5.230761, 0.653367], [1.134948, -1.796026, 3.639069], [0.564100, -1.737908, 2.404497], [0.564398, -0.479187, 1.951941], [1.153166, 0.320542, 2.923105], [1.408672, 1.689947, 2.914322], [2.026071, 2.237289, 4.045992], [2.362635, 1.419481, 5.144561], [2.128847, 0.029680, 5.130892], [1.521772, -0.491323, 3.999575], [1.249203, -2.660183, 4.161894], [0.160806, -2.579963, 1.856402], [1.089324, 2.259152, 2.036626], [2.232445, 3.312911, 4.077298], [2.816280, 1.896949, 6.021309], [2.401970, -0.609297, 5.968873]],
  "atomic_forces_ev_per_a": [[0.2, -0.6, 0.2], [-0.2, 0.3, 0.4], [0.1, -0.1, 0.5], [0.4, 1.1, 0.2], [0.0, 0.3, 0.1], [-0.2, 0.1, -0.3], [0.0, 0.0, 0.3], [0.2, -0.4, -0.2], [0.2, 0.3, -0.1], [-0.2, 0.2, -0.4], [0.2, 0.0, 0.2], [-0.5, -0.1, 0.0], [0.0, -0.4, -0.2], [-0.1, 0.1, -0.5], [0.1, -0.1, 0.3], [0.2, 0.4, -0.1], [-0.4, 0.2, -0.1], [0.5, -0.2, -0.4], [0.1, -0.1, -0.5], [0.2, -0.1, 0.4], [-0.3, 0.4, 0.1], [-0.1, 0.0, -0.4], [0.1, 0.1, 0.4], [-0.8, -1.3, -0.3], [0.1, 0.0, -0.1], [0.3, -0.4, 0.0], [0.0, 0.4, 0.2], [-0.1, -0.2, -0.1], [0.0, 0.0, 0.1], [0.3, 0.1, -0.2], [0.4, -0.1, -0.1], [-0.3, -0.2, 0.1], [-0.4, 0.3, 0.1], [0.0, 0.4, 0.0], [0.5, -0.6, 0.9], [0.2, -0.3, -0.7], [-0.4, 0.2, 0.3], [0.0, 0.2, 0.0], [-0.1, 0.1, -0.1], [0.2, 0.1, -0.2], [-0.2, 0.3, -0.3], [-0.1, 0.0, -0.1], [0.0, -0.2, 0.1], [-0.2, 0.0, 0.0], [0.0, 0.0, 0.1], [0.4, 2.3, 0.1], [-0.2, -1.5, 0.3], [-0.1, -0.7, -0.1], [0.1, 0.2, 0.3], [-0.3, -0.3, -0.5], [0.0, -0.5, 0.0], [0.2, 0.8, 0.3], [-0.1, -0.5, 0.0], [0.0, 0.6, -0.1], [0.1, 0.1, 0.1], [0.1, 0.0, 0.5], [-0.1, -0.5, 0.0], [-0.2, -0.4, -0.4], [0.0, 0.2, -0.1]],
  "lumo_energy_ha": [-0.017, -0.014],
  "e_homo_ev": [-6.899, -6.068],
  "charge": 0,
  "homo_lumo_gap_ev": [6.435, 5.699],
  "largest_force_ev_per_a": 2.31,
  "energy_ev": -50186.817
}


Record 4
{
  "formula": "C7H11P",
  "method": "the ωB97M-V functional and the def2-TZVPD basis",
  "species": ["C", "C", "C", "C", "C", "C", "C", "P", "H", "H", "H", "H", "H", "H", "H", "H", "H", "H", "H"],
  "positions_angstrom": [[0.528389, 1.073802, 0.937508], [0.729750, -0.195790, 0.699221], [0.573022, -0.574489, -0.737974], [0.744457, -1.740719, -1.367270], [0.040250, 1.079274, -1.730700], [0.990890, -1.323598, 1.770793], [-1.963349, 1.316984, 0.055307], [-0.252243, 2.192906, -0.376977], [0.694074, 1.455106, 1.989895], [0.708302, -1.727980, -2.405178], [1.137270, -2.451528, -0.732709], [0.921368, 1.171493, -2.310188], [-0.976476, 0.882985, -2.252069], [0.787135, -0.937637, 2.824898], [1.942823, -1.767804, 1.647837], [0.277146, -2.079783, 1.572137], [-2.740417, 1.507903, -0.643287], [-2.276810, 1.828893, 0.960002], [-1.865580, 0.289983, 0.098755]],
  "atomic_forces_ev_per_a": [[0.1, 2.4, 1.8], [0.3, -2.3, -0.8], [-1.4, 2.4, -1.5], [-0.2, 3.3, 1.5], [-0.9, -4.4, 1.4], [-1.1, 2.8, 0.1], [1.0, 3.5, -0.1], [-1.3, -1.4, 1.7], [-0.4, -0.3, -1.3], [-0.2, -0.7, -1.6], [0.7, -2.2, 0.6], [0.5, 0.4, -0.9], [2.2, 0.1, 0.4], [0.6, -0.5, -1.5], [1.2, -0.3, 0.1], [-0.9, -0.9, -0.1], [-0.6, 0.6, -1.0], [-0.1, -0.5, 0.5], [0.5, -2.0, 0.6]],
  "lumo_energy_ha": 0.033,
  "e_homo_ev": -8.527,
  "charge": 0,
  "homo_lumo_gap_ev": 9.421,
  "largest_force_ev_per_a": 4.72,
  "energy_ev": -16722.689
}


Record 5
{
  "formula": "H4S4",
  "method": "the ωB97M-V functional and the def2-TZVPD basis",
  "species": ["S", "S", "H", "H", "S", "S", "H", "H"],
  "positions_angstrom": [[0.698088, 0.948896, -1.307569], [-1.085431, 0.927610, -2.359508], [0.258491, 1.482035, -0.169897], [-1.385488, -0.340062, -2.057359], [-0.527891, -0.257877, 1.813927], [0.962234, -1.680537, 1.800871], [-0.139319, 0.388660, 2.916045], [1.447302, -1.343331, 0.605903]],
  "atomic_forces_ev_per_a": [[0.2, 0.1, -0.5], [0.3, 0.0, 0.2], [-0.1, 0.1, 0.2], [-0.2, -0.1, 0.0], [-0.4, -0.2, 0.2], [-0.1, -0.2, 0.1], [0.2, 0.1, 0.1], [0.2, 0.2, -0.2]],
  "lumo_energy_ha": 0.008,
  "smiles": "SS.SS",
  "e_homo_ev": -9.161,
  "charge": 0,
  "homo_lumo_gap_ev": 9.385,
  "largest_force_ev_per_a": 0.58,
  "energy_ev": -43405.548
}


Record 6
{
  "formula": "CH2N2O3S",
  "method": "the ωB97M-V functional and the def2-TZVPD basis",
  "species": ["C", "N", "N", "O", "O", "O", "S", "H", "H"],
  "positions_angstrom": [[1.044034, -0.619976, -0.058417], [-0.079569, 0.175639, -0.124920], [-1.299129, -0.405470, -0.078529], [-1.348127, -1.590612, -0.078605], [2.155560, -0.175711, -0.063671], [-2.168403, 0.407749, -0.024512], [-0.180433, 1.895087, -0.087772], [0.841650, -1.639645, 0.050851], [1.034418, 1.952941, 0.465576]],
  "atomic_forces_ev_per_a": [[1.1, 1.3, 0.1], [1.0, 0.6, -0.2], [0.4, 0.7, 0.4], [-0.7, -1.9, -0.1], [0.4, 0.5, 0.0], [-2.4, 0.2, -0.2], [0.6, 0.2, 0.1], [-0.6, -1.7, 0.0], [0.3, 0.1, -0.1]],
  "lumo_energy_ha": -0.009,
  "smiles": "O=CN(S)[N+](=O)[O-]",
  "e_homo_ev": -9.920,
  "charge": 0,
  "homo_lumo_gap_ev": 9.669,
  "largest_force_ev_per_a": 2.43,
  "energy_ev": -21022.895
}


Record 7
{
  "formula": "C4H16NO2S",
  "method": "the ωB97M-V functional and the def2-TZVPD basis",
  "species": ["C", "C", "C", "C", "S", "N", "H", "H", "H", "H", "H", "H", "H", "H", "H", "H", "H", "H", "H", "H", "O", "H", "H", "O"],
  "positions_angstrom": [[-0.277563, -0.063442, -2.118146], [0.197742, 0.461013, -0.709554], [-1.012090, 1.376254, -0.139676], [-0.658711, 1.953686, 1.277171], [0.149784, -3.203851, 1.541258], [1.436996, 1.106985, -0.685891], [-0.050020, 0.606631, -2.992751], [0.477779, -0.919975, -2.278939], [-1.290854, -0.511723, -2.254043], [0.132159, -0.447048, 0.053174], [-1.981462, 0.843471, -0.095095], [-1.173415, 2.242570, -0.907156], [0.385274, 2.473102, 1.286337], [-1.394119, 2.814233, 1.539127], [0.626262, -2.196741, 2.242198], [2.058015, 0.802304, -1.446209], [1.910506, 0.513235, 0.310138], [0.984378, -2.340658, 0.262530], [-0.822645, 1.183160, 2.063961], [3.306445, -0.554392, 1.141478], [2.367591, -0.141623, 1.161784], [-0.993211, -2.522497, 0.748375], [-2.675000, -1.797238, 0.085082], [-1.703839, -1.677457, -0.085152]],
  "atomic_forces_ev_per_a": [[2.5, -1.6, -0.6], [-1.5, 1.0, -3.6], [-0.2, 2.9, 1.4], [-0.3, 1.6, -0.4], [2.8, 1.0, -3.3], [-2.1, -2.4, 0.6], [-0.3, -0.1, 1.2], [-1.3, 0.7, -0.2], [0.9, 0.6, 0.9], [-0.5, 1.1, -0.1], [1.1, -0.5, -0.2], [0.8, -1.6, 1.2], [-1.8, -1.3, 0.2], [1.1, -1.4, -0.6], [-0.1, 0.7, 0.8], [-0.4, 0.5, -0.7], [2.4, -0.6, 2.8], [-1.7, -2.4, 2.8], [0.6, 0.5, -0.5], [-2.1, 1.4, -0.5], [0.5, -0.5, -1.0], [-2.3, 2.3, -1.7], [1.3, 0.3, -0.1], [0.6, -1.8, 1.7]],
  "lumo_energy_ha": -0.323,
  "e_homo_ev": -13.640,
  "charge": 1,
  "homo_lumo_gap_ev": 4.852,
  "largest_force_ev_per_a": 4.47,
  "energy_ev": -20811.853
}


Copy entry 5 word for word.
{
  "formula": "H4S4",
  "method": "the ωB97M-V functional and the def2-TZVPD basis",
  "species": ["S", "S", "H", "H", "S", "S", "H", "H"],
  "positions_angstrom": [[0.698088, 0.948896, -1.307569], [-1.085431, 0.927610, -2.359508], [0.258491, 1.482035, -0.169897], [-1.385488, -0.340062, -2.057359], [-0.527891, -0.257877, 1.813927], [0.962234, -1.680537, 1.800871], [-0.139319, 0.388660, 2.916045], [1.447302, -1.343331, 0.605903]],
  "atomic_forces_ev_per_a": [[0.2, 0.1, -0.5], [0.3, 0.0, 0.2], [-0.1, 0.1, 0.2], [-0.2, -0.1, 0.0], [-0.4, -0.2, 0.2], [-0.1, -0.2, 0.1], [0.2, 0.1, 0.1], [0.2, 0.2, -0.2]],
  "lumo_energy_ha": 0.008,
  "smiles": "SS.SS",
  "e_homo_ev": -9.161,
  "charge": 0,
  "homo_lumo_gap_ev": 9.385,
  "largest_force_ev_per_a": 0.58,
  "energy_ev": -43405.548
}


Copy entry 5 word for word.
{
  "formula": "H4S4",
  "method": "the ωB97M-V functional and the def2-TZVPD basis",
  "species": ["S", "S", "H", "H", "S", "S", "H", "H"],
  "positions_angstrom": [[0.698088, 0.948896, -1.307569], [-1.085431, 0.927610, -2.359508], [0.258491, 1.482035, -0.169897], [-1.385488, -0.340062, -2.057359], [-0.527891, -0.257877, 1.813927], [0.962234, -1.680537, 1.800871], [-0.139319, 0.388660, 2.916045], [1.447302, -1.343331, 0.605903]],
  "atomic_forces_ev_per_a": [[0.2, 0.1, -0.5], [0.3, 0.0, 0.2], [-0.1, 0.1, 0.2], [-0.2, -0.1, 0.0], [-0.4, -0.2, 0.2], [-0.1, -0.2, 0.1], [0.2, 0.1, 0.1], [0.2, 0.2, -0.2]],
  "lumo_energy_ha": 0.008,
  "smiles": "SS.SS",
  "e_homo_ev": -9.161,
  "charge": 0,
  "homo_lumo_gap_ev": 9.385,
  "largest_force_ev_per_a": 0.58,
  "energy_ev": -43405.548
}